This record from the OMol25 dataset describes a 2-piece molecular cluster, C10H17N3 overall. The level of theory is ωB97M-V/def2-TZVPD.

XYZ file:
```
30
Properties=species:S:1:pos:R:3:forces:R:3
C 8.973956 3.259951 5.093205 -0.2828 0.3262 0.1656
C 8.197128 4.199678 5.653791 0.2003 -1.1889 0.8691
C 7.625451 6.421171 4.459215 -0.0496 -0.6470 0.7914
C 9.138392 4.732113 3.197800 -1.8478 2.4720 1.0756
C 9.559465 3.478379 3.712431 0.4873 -1.1321 0.3101
C -6.976445 -2.783725 -2.575709 -0.0008 0.0498 0.0399
C -4.466797 -2.159039 -1.267804 0.3193 0.1202 0.3959
C -3.163951 -2.790024 -3.316922 0.1956 -0.2844 -0.3575
C -5.665694 -3.034700 -3.299064 -0.6902 0.0774 0.0318
C -4.436118 -2.663382 -2.624512 0.0530 -0.0101 -0.1223
N 8.869091 5.769321 2.638073 0.7421 -1.1732 -0.2152
N 8.105415 6.699947 3.186424 -0.1969 0.5105 -0.1496
N 7.953611 5.320568 4.957540 0.9607 0.8807 -2.8522
H 9.212058 2.333583 5.588924 0.0331 -0.0820 0.0621
H 7.767975 4.082235 6.641001 0.0292 -0.0962 0.0410
H 7.007784 7.195835 4.893408 -0.0899 0.1415 0.0388
H 10.653225 3.436731 3.790784 -0.0359 0.0821 -0.0993
H 9.250381 2.653119 3.059482 -0.0001 0.1265 -0.0592
H -7.022929 -3.317557 -1.629371 -0.0521 -0.0563 0.0503
H -7.119792 -1.723286 -2.380055 -0.0644 0.0703 0.0140
H -7.805299 -3.123490 -3.190135 -0.0219 -0.0090 -0.0137
H -5.082204 -1.253089 -1.221598 -0.1042 0.0344 -0.1250
H -3.484062 -1.957263 -0.849543 -0.0214 -0.0105 -0.0418
H -5.015137 -2.858129 -0.626796 -0.0591 -0.0884 -0.0298
H -3.236577 -3.270642 -4.289572 -0.0525 0.0192 0.0115
H -2.731919 -1.791328 -3.450327 -0.0626 0.1610 0.0899
H -2.433240 -3.310291 -2.691446 -0.0280 -0.0056 0.1262
H -5.671543 -2.557442 -4.290635 0.2456 -0.0215 -0.0429
H -5.583672 -4.100674 -3.562064 0.3043 -0.0697 -0.0464
H 7.924620 7.554725 2.674052 0.0895 -0.1969 0.0417
```
Positions in Å, forces in eV/Å.

Values from the calculation:
charge	+2
HOMO energy	-14.703	eV
LUMO	-6.988	eV
energy relative to the best compared isomer or geometry (same formula, charge and spin)	3.0674	eV
electronic energy	-15096.84670	eV

Löwdin atomic charge list, values in e, 5 entries: -0.0115, -0.1069, -0.0775, 0.0828, -0.0948

This record from the OMol25 dataset describes an isolated ion of composition C10H17N4 and charge +1. The level of theory is ωB97M-V/def2-TZVPD.

XYZ file:
```
31
Properties=species:S:1:pos:R:3:forces:R:3
C -1.386753 -2.776334 0.515043 1.8353 2.9804 -2.7404
C -2.612188 -2.164399 0.414356 -0.3793 -0.5730 1.8595
C -0.239404 -2.131110 -0.010662 -2.6727 2.5597 1.0143
C -2.687169 -0.851669 0.096374 -0.9652 0.7534 -0.8959
C -0.342085 -0.718378 -0.386740 1.2437 -1.6698 0.5419
C -1.606522 -0.179727 -0.360082 1.0428 1.6732 -0.9798
C 1.302448 0.507151 1.714289 -1.3264 2.2855 0.5644
C 1.019838 2.029520 1.338150 2.5076 -1.2171 -1.0430
C 1.053332 -0.022653 -0.607581 -0.6341 -1.1171 -1.0096
C 1.712148 -0.848905 -1.794799 -1.6730 -3.6379 3.4683
N 1.793900 -0.197589 0.629149 2.2375 -1.4057 -3.1773
N 0.977461 1.397364 -1.041665 0.4087 -0.9935 -1.1158
N -1.828305 1.277897 -0.805148 2.0046 -2.3830 0.4756
N 0.435862 2.158224 -0.016957 -1.0198 0.7665 2.4247
H -1.297784 -3.651726 1.010889 0.2921 -2.9261 1.1032
H -3.422776 -2.675604 0.893925 -0.6241 -0.0400 -0.1624
H 0.718461 -2.529927 0.131304 1.1507 -0.5971 -0.0202
H -3.537207 -0.209795 0.134622 -1.2249 -0.4230 0.2114
H 2.018038 0.544570 2.546640 -0.5124 -0.4775 -0.0690
H 0.320177 -0.015969 1.939585 1.0354 0.8781 0.4757
H 0.371393 2.368946 2.068814 -1.5872 1.1230 1.1693
H 1.935894 2.674857 1.355255 -0.3556 -0.8264 0.2930
H 2.294546 -0.284133 -2.431005 0.8903 1.2077 -1.6742
H 0.770221 -1.388215 -2.193363 2.2452 0.8950 -0.4266
H 2.419681 -1.717637 -1.324080 -1.7476 2.1339 -1.0852
H 2.758120 -0.029977 0.291982 -0.3649 0.0051 1.2710
H 1.915645 1.694413 -1.382027 -0.7527 -0.0799 0.6348
H -2.803966 1.546100 -0.646046 0.4581 0.1033 -0.8035
H -1.338856 1.315314 -1.761336 -1.5932 0.6056 1.4836
H -1.066094 1.727192 -0.106071 -0.1384 0.6489 -1.1573
H 0.351944 3.152197 -0.212814 0.2194 -0.2522 -0.6303
```
Positions in Å, forces in eV/Å.

Values from the calculation:
charge	+1
HOMO energy	-12.317	eV
LUMO	-2.700	eV
energy relative to the best compared isomer or geometry (same formula, charge and spin)	1.0020	eV
electronic energy	-16597.23269	eV
SMILES	C[C@@]1(c2ccccc2[NH3+])NCCNN1

Löwdin atomic charge list, values in e, 5 entries: -0.0196, -0.0528, 0.0344, -0.0443, -0.1044

This record from the OMol25 dataset describes a 2-piece molecular cluster, C10H17N4O2 overall. The level of theory is ωB97M-V/def2-TZVPD.

XYZ file:
```
33
Properties=species:S:1:pos:R:3:forces:R:3
C 3.174245 0.162301 0.971649 0.4536 -1.0814 1.2499
N 2.720401 0.933800 -0.225043 -0.3222 -0.0109 -0.0315
C 3.718868 1.973555 -0.629988 0.4079 0.7655 -0.9894
C 2.346603 0.067762 -1.354545 3.9051 -2.3696 -1.6391
O 3.205078 -0.740808 -1.816035 -3.7795 2.8334 1.5018
C 0.920414 0.091070 -2.106421 0.7911 -0.6124 0.4461
N -0.072312 0.823361 -1.261831 -2.9062 0.7432 1.5390
C -1.110628 0.004653 -0.641414 -1.4681 3.6135 1.7519
C -2.185228 0.652402 0.274403 2.5284 2.1263 -1.3390
C -2.154994 2.190537 0.570220 3.1446 -1.9107 -2.9052
C -1.015549 2.998004 -0.151057 -0.5839 -3.9289 -0.2114
C -0.015969 2.253812 -1.059325 -2.1486 -0.1587 1.9936
H 2.294227 -0.043563 1.687175 1.2536 0.2257 -1.2348
H 3.952903 0.740027 1.601673 -1.3878 -0.6856 -1.3080
H 3.684043 -0.835604 0.694102 -0.8456 1.5171 0.3350
H 4.497131 1.531255 -1.348256 -1.0566 0.7263 0.9057
H 4.294742 2.414552 0.254052 -1.1606 -0.8437 -1.0757
H 3.160894 2.853556 -1.132019 1.0251 -1.3644 0.6103
H 0.601055 -1.017034 -2.190608 0.4775 1.9206 0.2592
H 0.981765 0.470297 -3.187509 0.0477 -0.1711 1.8006
H -1.157972 -1.126499 -0.811182 0.4291 2.0179 0.0647
H -2.991225 -0.018469 0.734351 1.2754 0.8228 -0.7402
H -2.922267 2.696801 1.264974 1.4349 -0.9685 -1.3237
H -0.916636 4.119242 0.007995 -0.0402 -1.7781 -0.3849
H 0.830234 2.856245 -1.556610 -1.5024 -1.4188 0.7605
C -3.437465 -2.783250 1.387954 -0.0910 -0.1241 0.2837
O -3.929542 -1.664370 1.294192 0.1180 0.1437 -0.1071
N -3.253009 -3.401049 2.576524 -0.0276 0.1377 0.5494
N -3.036418 -3.497826 0.307834 0.3030 0.0944 -0.7675
H -2.852629 -4.316569 2.674993 -0.0701 0.0519 -0.0241
H -3.539533 -2.901300 3.403211 0.0247 -0.1391 -0.1248
H -3.159304 -3.071505 -0.596282 -0.1403 -0.2142 0.1414
H -2.631924 -4.415382 0.362823 -0.0889 0.0401 0.0135
```
Positions in Å, forces in eV/Å.

Values from the calculation:
charge	+1
HOMO energy	-12.266	eV
LUMO	-4.645	eV
energy relative to the best compared isomer or geometry (same formula, charge and spin)	2.9217	eV
electronic energy	-20690.94097	eV

Löwdin atomic charge list, values in e, 5 entries: -0.0869, -0.2154, -0.0805, -0.3091, 0.0696

What is the formula in the second record? C10H17N4

The lowest electronic energy belongs to which entry? C10H17N4O2